Entry 1:
Molecular formula: C9H14
Method: DFT, ωB97M-V with the def2-TZVPD basis set

Structure (ORCA input):
```
! RIJCOSX wB97M-V def2-TZVPD def2/J DEFGRID3
* xyz 0 1
H 0.546 0.722 -1.278
H 4.036 -3.334 0.431
H -0.060 -1.639 -0.661
C -0.667 -0.843 -0.274
H 2.337 -1.118 -0.828
H -2.849 2.107 0.915
H 2.984 -2.092 1.287
C -2.168 1.331 0.605
C 3.286 -1.639 -0.798
H -0.414 3.598 0.392
H -3.356 -0.088 1.698
C -1.772 -1.048 0.521
C 3.714 -2.291 0.536
H 3.529 -2.312 -1.629
H -2.159 -2.067 0.618
C -1.048 1.523 -0.180
H 4.570 -1.695 0.871
H 4.120 -0.971 -1.086
C -0.376 0.467 -0.767
C -0.456 2.899 -0.441
H 0.488 2.833 -0.968
H -1.131 3.479 -1.112
C -2.542 0.045 0.983
*
```

Output
LUMO: 1.03 eV
SMILES: Cc1ccccc1.CC
E_tot: -351.28844 hartree

These are the Mulliken partial charges, in e, on atoms 1 to 5:
1. H 0.240
2. H 0.275
3. H 0.407
4. C -0.416
5. H -0.164

=====

Entry 2:
Molecular formula: C5H14N2O2
Method: DFT, ωB97M-V with the def2-TZVPD basis set

Structure (ORCA input):
```
! RIJCOSX wB97M-V def2-TZVPD def2/J DEFGRID3
* xyz 0 1
C 0.548 1.979 0.251
H -2.009 1.507 -0.453
H -0.205 2.317 0.968
H -0.981 0.494 1.516
H 0.675 -2.039 0.749
N 2.447 -0.558 -0.245
O 0.906 -2.258 -0.250
H -2.430 -0.684 -0.160
H 2.696 0.349 -0.612
H -1.715 0.757 -1.890
H -2.572 -1.596 1.344
H 1.362 1.547 0.838
O 0.188 -1.128 1.784
H 0.599 0.899 -1.605
N -1.330 1.382 -1.195
H 2.503 -0.617 0.766
H -1.506 -2.191 0.065
C -0.036 0.983 -0.727
C 1.351 -1.153 -0.790
C -0.754 -0.527 1.199
H 1.209 -1.052 -1.857
H 0.929 2.878 -0.250
C -1.875 -1.291 0.553
*
```

Output
LUMO (spin up / spin down): 0.89 / 0.89 eV
E_tot: -458.77160 hartree

These are the Mulliken partial charges, in e, on atoms 1 to 5:
1. C -1.237
2. H 0.263
3. H 0.392
4. H 0.410
5. H 0.434

=====

Entry 3:
Molecular formula: Cl3H2N3
Method: DFT, ωB97M-V with the def2-TZVPD basis set

Structure (ORCA input):
```
! RIJCOSX wB97M-V def2-TZVPD def2/J DEFGRID3
* xyz 0 3
N -0.074 0.493 1.020
Cl 0.296 2.127 0.236
N -0.081 -0.531 0.231
N -0.944 -0.434 -0.784
Cl 1.700 -0.998 -0.402
H -0.805 0.367 -1.401
Cl 0.949 0.289 2.374
H -1.040 -1.312 -1.274
*
```

Output
LUMO (spin up / spin down): -0.25 / -3.46 eV
E_tot: -1545.78414 hartree

These are the Mulliken partial charges, in e, on atoms 1 to 5:
1. N 0.043
2. Cl -0.144
3. N 0.101
4. N -0.449
5. Cl -0.116

=====

Entry 4:
Molecular formula: C23H48F3O14
Method: DFT, ωB97M-V with the def2-TZVPD basis set

Structure (ORCA input):
```
! RIJCOSX wB97M-V def2-TZVPD def2/J DEFGRID3
* xyz -1 1
C -0.755 -5.745 -4.023
H -0.544 0.761 -4.554
H -3.135 -2.632 -2.983
H -0.397 2.543 -2.718
H 0.682 -6.218 -1.122
C -2.123 1.061 0.765
C -1.467 5.741 2.338
H 2.167 -4.315 -0.137
H 1.264 -0.505 0.211
H -2.620 -2.694 -1.432
H -0.910 -8.501 -4.327
C -1.720 4.261 2.724
H -0.536 -3.664 -4.421
H -1.374 8.360 2.487
H -0.279 3.267 -0.189
H -1.983 -0.569 -2.509
H 2.313 -0.296 2.338
O 2.672 -1.782 0.983
H 1.206 1.937 -2.539
H -0.265 8.491 3.856
O -1.045 5.178 -1.924
H 1.679 2.652 2.096
O 1.022 4.516 -1.216
H 0.671 -3.805 -0.998
C 1.079 -4.368 -0.158
C -0.113 -6.423 2.073
F 0.388 7.318 -3.239
H -0.455 -1.418 -2.120
C -1.349 -1.424 -2.743
C -1.284 -4.315 -3.969
C 0.135 5.427 -1.790
H 1.790 -1.870 2.984
H -0.050 -7.315 2.695
H -2.181 4.261 3.712
H -0.839 -6.046 -5.068
C 0.284 -2.364 0.711
H 3.787 2.487 5.691
C -0.528 7.888 2.987
H 3.459 -1.398 2.924
H 0.003 -1.920 1.666
H -2.455 3.867 2.023
C -2.199 -2.741 -2.436
O -1.541 -6.686 -3.426
C -0.077 -0.216 -4.433
O -3.018 1.651 1.369
H -1.841 -8.623 -2.875
O 0.658 -3.667 0.990
O 0.733 -6.629 0.955
H 1.165 1.689 3.332
C 0.740 6.844 -2.024
H -2.385 6.305 2.177
O 2.791 2.914 3.899
C 1.470 -1.575 0.242
C 0.327 2.229 -1.965
H 0.725 -0.267 -3.696
O -1.558 -3.972 -2.600
H 0.452 -0.461 -5.355
O -0.919 6.562 3.318
F 2.104 6.782 -1.966
O -0.872 1.177 1.196
H -0.564 -2.334 0.027
O -1.009 -1.288 -4.163
H -1.149 -6.115 1.933
H 0.237 7.888 2.211
F 0.249 7.729 -1.135
C 2.527 -1.365 2.360
C 2.900 2.153 5.153
C 0.627 3.238 -0.794
H 2.890 1.090 4.914
H 2.041 2.330 5.801
H 0.245 3.540 4.599
H -0.917 5.726 1.397
C 1.578 2.687 3.181
H 0.895 4.698 3.407
O -2.449 0.328 -0.189
H -0.966 1.918 1.798
H 0.008 1.315 -1.464
H 0.244 -5.763 -3.588
C -1.061 -8.033 -3.355
C 0.433 -5.752 -0.168
O -0.616 3.383 2.667
H 1.406 2.747 -0.210
H 1.670 -1.833 -0.798
C 0.486 3.697 3.548
H -0.148 -8.192 -2.781
H -0.638 -5.609 -0.319
H 0.348 -5.669 2.712
H -2.217 -4.262 -4.531
*
```

Output
LUMO: 2.51 eV
E_tot: -2257.96757 hartree

These are the Mulliken partial charges, in e, on atoms 1 to 5:
1. C -0.572
2. H 0.234
3. H 0.483
4. H 0.392
5. H 0.185

=====

Entry 5:
Molecular formula: C55H96O48
Method: DFT, ωB97M-V with the def2-TZVPD basis set

Structure (ORCA input):
```
! RIJCOSX wB97M-V def2-TZVPD def2/J DEFGRID3
* xyz 0 1
C -2.538 -4.317 -1.271
H -1.894 3.573 -0.698
H -3.816 3.174 -4.423
O 4.068 0.608 0.340
H 3.068 -2.294 -0.137
C 5.301 3.826 -0.583
O -3.168 6.482 3.509
H 0.369 3.245 -8.419
H -6.030 5.478 3.607
H 1.472 3.105 0.913
H -6.083 -0.208 -0.479
O 3.055 3.733 7.735
O -5.854 -4.082 2.070
C -5.170 5.722 2.982
C -0.311 -0.464 -0.676
C -4.725 0.425 1.874
H -4.718 7.211 4.532
H -4.115 2.158 -0.428
H -7.881 -4.679 2.397
O 3.448 -4.355 -0.398
H 2.624 4.709 4.369
H 5.489 0.642 -2.460
C -0.670 -1.811 -3.983
H -2.425 -3.136 3.274
O -3.678 0.457 2.699
O -2.866 -5.654 -0.969
H -2.206 4.637 -4.820
O 6.184 3.594 -1.738
C -0.408 3.458 -5.949
C -5.751 -2.915 2.658
H 4.451 -1.462 -1.864
C 7.199 4.553 -1.866
C -3.287 -4.947 3.417
C 1.121 4.723 -1.664
H 9.030 6.407 -0.494
H -4.142 -2.893 -1.863
O 0.207 -8.864 -1.664
H -3.688 -2.831 -0.169
H 1.284 5.320 10.392
C -0.239 -7.949 -2.655
H -3.262 -3.636 1.798
H 0.377 -2.838 4.148
H -1.534 -5.844 7.732
O 1.706 3.796 -0.977
H 5.929 -0.436 0.136
H -3.621 -4.836 4.449
O -1.970 4.627 3.383
H -4.609 -0.169 -1.391
C 5.462 0.506 0.423
C -3.605 1.122 4.060
C 4.788 0.214 -3.176
O 1.495 1.283 -2.698
C 2.211 4.552 7.547
C 2.279 4.027 5.146
H 4.018 -2.332 2.263
C -2.832 -0.911 -4.569
H 0.304 0.889 0.891
O 1.575 -1.308 -5.662
H -5.497 -0.400 -6.562
H -1.102 -2.388 -3.165
O 2.417 0.788 1.910
H -0.147 -6.642 8.354
H -3.865 -5.646 2.813
H -5.926 2.156 -0.335
H 1.207 -6.137 1.428
H -1.729 3.484 1.094
C 2.917 -4.299 -1.647
O 1.646 5.395 8.425
C -7.105 -4.574 1.639
H -5.466 -0.462 -4.834
O 4.659 0.807 2.454
C 2.171 5.459 9.774
C -4.610 8.100 2.601
C 8.067 6.587 -0.971
C 5.884 1.025 1.757
H 0.435 2.318 -0.330
C -0.131 4.432 0.143
O -4.845 -6.642 -0.313
H 0.818 1.544 -8.301
H 0.023 -6.920 -2.407
C 0.215 -6.541 1.225
H 2.887 4.648 9.910
H 4.792 4.779 -0.441
H 2.013 -3.584 3.654
O -0.027 5.010 -1.132
C -4.486 6.950 3.499
H 5.349 -0.282 -7.239
H 8.136 6.844 -2.028
H 0.070 -7.258 2.033
O 7.835 4.581 -2.918
C -0.566 -2.051 0.882
H 1.427 2.174 5.713
C -5.043 1.744 -0.824
H -2.796 2.283 -3.235
H -3.530 3.887 -2.837
O -4.224 4.650 3.143
H -1.324 -7.929 -2.751
H 5.311 -0.035 -4.099
O 1.550 5.219 -2.685
C 3.612 0.784 1.646
H 0.444 3.134 4.448
O 7.293 5.444 -0.854
C -4.231 -5.654 -0.598
H 0.650 -4.524 3.476
O 1.936 -3.669 -1.894
C 0.845 3.260 0.035
H -2.159 -3.991 -2.239
C -1.838 3.928 -4.080
C -3.356 -3.544 2.880
C -3.090 3.261 -3.614
O 1.098 -4.281 5.407
H 2.757 6.347 10.012
C -5.095 0.252 -0.511
H 4.114 -1.618 -3.711
H -3.957 0.427 4.822
H 0.685 -0.356 -1.106
H -4.836 0.940 -5.732
O -4.343 -0.047 0.675
H -0.645 -5.884 1.355
H -0.149 -0.926 -3.620
H 3.207 3.507 5.384
H -2.546 1.356 4.164
H 6.598 0.336 2.207
C -3.700 -3.471 -1.051
H -1.809 -3.975 -0.537
H -2.249 -5.274 3.474
H 0.022 -2.533 -4.416
H -2.105 5.088 0.441
H -4.433 7.784 1.573
O -0.025 2.369 -6.682
H 2.219 -3.474 0.902
C -0.467 0.127 0.769
C -0.488 -5.674 7.987
C 3.226 -5.166 -3.704
H 4.102 -0.947 -8.933
H 1.955 2.201 4.083
O -0.289 4.695 -6.211
H -5.610 8.525 2.692
C 1.412 2.796 4.818
C -4.881 -0.149 -5.699
H -0.965 0.013 -1.406
H 0.091 -8.133 -3.678
C 1.026 -3.712 4.099
O -0.632 -1.812 -0.389
C -1.655 4.122 0.213
H -1.430 4.726 -3.459
H 0.226 5.183 0.848
H 4.408 3.210 -0.690
C 2.597 0.729 -2.714
H 5.153 -3.073 1.202
O 3.610 -5.072 -2.417
H 4.376 1.159 -7.152
C 4.171 -3.220 1.650
H 6.078 2.087 1.907
O -4.658 -4.419 -0.731
O -1.016 -3.887 5.926
C 3.526 -0.274 -8.298
O 2.722 -0.625 -2.603
H 2.715 -4.276 -4.072
C 4.330 0.072 -7.086
C 0.250 -8.504 -0.291
O -3.538 -0.696 -5.677
H 4.117 -4.210 2.102
C 3.166 -3.224 0.422
O 3.494 -0.230 -6.069
C 0.836 2.499 -7.777
H -6.895 -5.565 1.237
H 2.481 -5.953 -3.823
H -5.422 5.824 1.927
H 3.291 0.589 -8.921
H 5.983 1.189 -0.248
O -1.615 -1.334 -4.900
C -3.015 5.220 3.338
H -3.990 8.958 2.861
H 7.535 7.417 -0.506
O 2.320 -0.860 -7.750
H -0.495 -4.946 8.798
O -6.691 -2.091 2.695
H -1.454 0.583 0.853
O -4.501 -2.746 3.217
O -5.825 0.950 2.142
O -0.688 -3.225 1.404
H 4.102 -5.318 -4.335
H 1.883 2.796 -7.708
H 5.772 3.464 0.331
C 0.052 -4.445 6.075
O -0.348 -0.973 1.539
O 3.694 1.156 -3.278
H -7.510 -4.017 0.794
O -1.010 3.038 -4.838
C 2.361 -0.882 -6.505
O 1.808 4.806 6.308
C 4.058 -1.039 -2.789
H -4.194 2.036 3.977
O 0.390 -5.302 7.013
O -3.288 -0.808 -3.421
H -5.083 1.992 -1.885
O 0.380 -9.367 0.590
O 0.215 -7.140 -0.096
*
```

Output
LUMO: -0.12 eV
E_tot: -5764.66401 hartree

These are the Mulliken partial charges, in e, on atoms 1 to 5:
1. C 1.575
2. H 0.001
3. H 0.548
4. O 0.966
5. H -0.393

=====

Entry 6:
Molecular formula: C4H11NO
Method: DFT, ωB97M-V with the def2-TZVPD basis set

Structure (ORCA input):
```
! RIJCOSX wB97M-V def2-TZVPD def2/J DEFGRID3
* xyz 0 1
C 0.838 -0.236 -0.015
H 1.508 0.156 -1.980
H -1.084 0.362 0.365
C 0.554 0.184 -1.447
H 0.201 1.219 -1.457
H 1.176 -1.275 0.000
H 1.661 0.382 0.365
H 0.725 0.076 2.619
H -0.642 -0.346 -3.162
H -0.097 -1.730 -2.213
N -0.341 -0.122 0.863
C -0.070 0.614 2.082
O -1.238 0.700 2.856
H -1.422 -0.728 -1.628
C -0.463 -0.702 -2.148
H -1.554 -0.200 2.999
H 0.247 1.645 1.901
*
```

Output
LUMO: 1.10 eV
SMILES: CCCNCO
E_tot: -288.98260 hartree

These are the Mulliken partial charges, in e, on atoms 1 to 5:
1. C -0.508
2. H 0.319
3. H 0.208
4. C -0.513
5. H 0.311

=====

Entry 7:
Molecular formula: C17H27NO4
Method: DFT, ωB97M-V with the def2-TZVPD basis set

Structure (ORCA input):
```
! RIJCOSX wB97M-V def2-TZVPD def2/J DEFGRID3
* xyz 0 1
H 1.499 1.632 0.068
C 1.611 -2.790 -0.674
H -0.056 0.743 3.237
H -3.701 -0.659 -3.010
C 1.690 -0.485 -0.204
H -0.279 -3.585 -3.972
C 0.700 4.724 2.976
H -3.452 -1.540 -1.484
H 3.123 1.941 1.901
H 0.014 -2.317 -2.765
H 1.495 0.285 2.523
H -1.384 0.124 -3.012
H -0.259 -3.766 -0.286
C -2.971 -1.218 -2.420
O -2.107 0.769 -1.252
H 0.197 0.896 -0.871
O -2.632 -2.337 -3.206
C 0.650 -3.972 -0.864
H 2.252 -0.724 0.711
H -1.246 2.304 0.587
C 0.645 0.966 2.428
C 0.270 3.410 2.939
H 2.332 6.069 2.638
H -2.014 -3.268 -1.468
H -3.296 0.667 0.404
C 0.828 0.761 0.005
H -2.045 -0.602 0.308
O 0.358 -4.282 -2.206
O 0.883 -1.588 -0.555
C -1.319 1.291 1.010
H 2.420 -0.287 -1.006
H 2.307 -2.738 -1.526
H 2.200 -2.952 0.241
C 1.997 5.043 2.612
C -0.394 -3.320 -2.918
C -2.256 0.455 0.122
C 2.433 2.723 2.189
H -2.310 -4.309 -2.877
N -0.028 0.649 1.173
C -1.769 -0.316 -2.088
C -1.891 -3.349 -2.554
H -0.742 3.172 3.234
H 1.117 -4.879 -0.475
H 0.020 5.503 3.291
H -1.781 1.361 1.997
C 2.865 4.037 2.223
H -0.985 -0.915 -1.613
H 3.882 4.276 1.947
C 1.128 2.392 2.539
*
```

Output
LUMO: 0.82 eV
SMILES: c1ccc(CN2CCOCCOCCOCCOCC2)cc1
E_tot: -1019.61089 hartree

These are the Mulliken partial charges, in e, on atoms 1 to 5:
1. H 0.444
2. C -0.778
3. H 0.629
4. H 0.232
5. C -0.986

=====

Entry 8:
Molecular formula: C2H2N2O2
Method: DFT, ωB97M-V with the def2-TZVPD basis set

Structure (ORCA input):
```
! RIJCOSX wB97M-V def2-TZVPD def2/J DEFGRID3
* xyz 0 1
O 0.376 0.460 -1.498
H -0.657 -0.603 1.561
N -0.512 -0.192 0.623
N 0.976 1.098 -0.505
O -1.165 -1.693 -1.454
C -0.388 -1.003 -0.916
C 0.441 0.773 0.643
H 0.929 1.160 1.547
*
```

Output
LUMO (spin up / spin down): -0.75 / -0.75 eV
SMILES: O=c1[nH]cno1
E_tot: -337.27328 hartree

These are the Mulliken partial charges, in e, on atoms 1 to 5:
1. O -0.197
2. H 0.264
3. N -0.275
4. N -0.247
5. O -0.308

=====

Q: Which of these has the lowest E_tot?
A: C55H96O48